No. 1
C9H20FN3 | ωB97M-V with the def2-TZVPD basis set

Values from the calculation:
E_HOMO (Eh): -0.6260
Frontier orbital gap (eV): 10.88
Energy (Ha): -618.37398
Total charge: +2
SMILES: C/[NH+]=C(/CF)N1CCC(C)([NH3+])CC1

```
33
Properties=species:S:1:pos:R:3:nbo_charge:R:1
C -2.14170 0.05080 0.05676 0.54
C 1.21343 -1.01056 -0.11988 -0.43
C 0.99834 1.43507 -0.40926 -0.43
C 0.04471 -0.87124 0.81936 -0.25
C -0.14606 1.37218 0.55983 -0.21
C 2.01669 0.23807 -0.17856 0.14
C 2.87371 0.42595 1.05483 -0.68
C -2.53024 -2.37186 -0.48608 -0.46
C -3.20708 1.51848 0.13600 0.07
N -0.88177 0.17371 0.50166 -0.40
N -2.89229 -0.95992 -0.12408 -0.54
N 2.92779 0.14238 -1.37859 -0.69
F -4.36404 1.13567 -0.35783 -0.31
H 1.84447 -1.80294 0.10379 0.24
H 0.79636 -1.08220 -1.16308 0.21
H 0.61614 1.55598 -1.44975 0.23
H 1.52370 2.32609 -0.25404 0.24
H -0.37738 -1.92955 0.98785 0.26
H 0.45847 -0.60945 1.84160 0.23
H 0.33971 1.57711 1.47250 0.23
H -0.93099 2.18826 0.24777 0.24
H 2.93195 1.43435 1.51975 0.26
H 3.89727 0.05793 0.90416 0.25
H 2.51602 -0.25220 1.84163 0.25
H -1.53764 -2.52239 -0.96285 0.22
H -3.22686 -2.91893 -1.17326 0.27
H -2.45221 -2.89235 0.53009 0.23
H -2.62224 2.10757 -0.54451 0.18
H -3.56020 1.87318 1.12025 0.24
H -4.02609 -0.95855 -0.10740 0.49
H 3.44605 -0.71412 -1.40491 0.45
H 3.76647 0.82605 -1.28917 0.46
H 2.68550 0.45745 -2.29458 0.46
```

---

No. 2
C15H21N5O7S | ωB97M-V with the def2-TZVPD basis set

Values from the calculation:
E_HOMO (Eh): -0.3255
Frontier orbital gap (eV): 8.97
Energy (Ha): -1782.88337
SMILES: C[C@H]1[C@@H](OS(=O)(=O)O)C[C@@H]2C[C@H]([C@@H](O)c3cc(=O)[nH]c(=O)[nH]3)N=C3NC[C@H]1N32

```
49
Properties=species:S:1:pos:R:3:nbo_charge:R:1
O 5.60474 -2.49566 0.83641 -0.60
O 5.54597 -1.07374 -3.29439 -0.62
O -1.41763 4.50478 3.39356 -0.92
O 0.71482 3.75814 2.36768 -0.88
N -0.86718 -2.31239 -0.90084 -0.62
O 0.99436 -2.46608 -2.90662 -0.74
O -0.17698 2.70996 4.47299 -0.84
O -1.36504 2.21744 2.21538 -0.69
C 4.95300 -2.21041 -0.13079 0.63
C 4.92861 -1.45885 -2.32423 0.78
C -1.76849 -1.37724 -0.70223 0.61
C 3.57145 -2.61557 -0.27160 -0.43
C 2.89860 -2.36400 -1.46163 0.28
N 5.58350 -1.50991 -1.12914 -0.61
N 3.59833 -1.77376 -2.48002 -0.60
N -3.08619 -1.67915 -0.79165 -0.60
N -1.57170 -0.10792 -0.28920 -0.46
C -0.22382 1.83714 0.10006 -0.43
C -3.85924 -0.54525 -0.19757 -0.22
C -4.00189 2.55989 1.02274 -0.62
C 0.81450 -0.42713 -0.59099 -0.44
C -0.25241 0.31805 0.26142 -0.01
C -1.42186 2.48411 0.81473 0.09
C -2.77291 0.38076 0.38164 -0.05
C -2.78902 1.94470 0.27590 -0.21
C 1.41680 -2.68946 -1.55564 0.06
C 0.52991 -1.95621 -0.55474 -0.07
S -0.52018 3.39592 3.05040 2.47
H 0.01482 -2.45379 -2.83832 0.50
H -0.66845 3.27083 5.08228 0.52
H 3.12871 -3.03071 0.58790 0.24
H 6.56805 -1.57253 -1.10859 0.44
H 3.18374 -1.72377 -3.40432 0.45
H -3.29977 -2.65344 -0.63137 0.42
H 0.72523 2.21879 0.40445 0.24
H -0.30298 2.08192 -0.95620 0.22
H -4.56025 -0.89536 0.55665 0.21
H -4.42141 -0.08066 -1.00061 0.20
H -3.94651 3.68182 0.98211 0.22
H -3.94580 2.25882 2.06109 0.22
H -4.95744 2.20905 0.62662 0.22
H 0.72916 -0.07630 -1.58072 0.22
H 1.80885 -0.20706 -0.22048 0.23
H -0.15856 0.06493 1.31561 0.20
H -1.37681 3.57939 0.65564 0.21
H -2.79805 0.12544 1.46815 0.18
H -2.83829 2.24094 -0.76855 0.22
H 1.30848 -3.75027 -1.28076 0.20
H 0.74722 -2.33620 0.43779 0.20
```

---

No. 3
C2H9N6 | ωB97M-V with the def2-TZVPD basis set

Values from the calculation:
E_HOMO (Eh): -0.4143
Frontier orbital gap (eV): 7.27
Energy (Ha): -409.77800
Total charge: +1

```
17
Properties=species:S:1:pos:R:3:nbo_charge:R:1
C 1.25726 0.66732 -0.10666 -0.20
C 1.51730 -0.72497 0.05345 0.51
N 0.55441 -1.46331 0.57915 -0.69
N 0.09564 1.18334 0.26075 -0.07
N 2.73252 -1.21216 -0.24556 -0.74
N -0.19257 2.42044 0.17621 -0.49
N -3.55792 -0.40420 -0.31017 -0.35
N -2.76809 -0.85952 0.42815 -0.26
H 1.93044 1.31679 -0.63766 0.19
H 0.81866 -2.41253 0.97954 0.42
H 3.49245 -0.69768 -0.30553 0.40
H 3.00153 -2.23309 -0.47212 0.44
H -1.01651 2.74031 0.56276 0.40
H 0.45640 3.12186 -0.28987 0.37
H -3.44321 0.16278 -1.19451 0.31
H -4.55278 -0.42174 -0.00713 0.32
H -0.32553 -1.18364 0.52919 0.44
```

---

No. 4
C7H12N2O2 | ωB97M-V with the def2-TZVPD basis set

Values from the calculation:
E_HOMO (Eh): -0.3089
Frontier orbital gap (eV): 8.92
Energy (Ha): -533.76548

```
23
Properties=species:S:1:pos:R:3:nbo_charge:R:1
C 1.20269 -2.01677 -0.74225 -0.56
C 0.55001 -0.88727 -0.82437 0.27
C 1.91784 -2.27736 0.51592 0.79
C 0.58703 -0.47757 1.40355 0.44
C -0.83236 -0.56336 1.98086 -0.67
C 1.29707 0.77032 1.56732 -0.72
C -0.82805 1.02032 -1.40430 -0.39
N -0.08534 -0.55903 -3.02952 -0.63
N -0.28903 -0.23824 -1.67351 -0.32
O 2.76269 -3.07047 0.70516 -0.55
O 1.48992 -1.50480 1.63326 -0.55
H 1.34554 -2.78613 -1.54108 0.23
H -0.75024 -0.34704 3.05062 0.23
H -1.34282 -1.52817 1.71692 0.24
H -1.31469 0.21819 1.45640 0.21
H 2.32264 0.62300 1.18839 0.24
H 1.64269 1.08646 2.58854 0.23
H 0.82297 1.67346 1.24027 0.22
H -1.13076 1.17798 -0.27099 0.20
H -0.27709 1.84417 -1.61176 0.18
H -1.77836 1.19360 -1.89051 0.22
H 0.19913 -1.57734 -3.07630 0.36
H 0.81568 -0.04421 -3.28279 0.33
```